(1)
Entry from the Open Molecules 2025 dataset: C38H30BaCl5N5O7Se2 as an isolated structure in a non-equilibrium geometry (ωB97M-V/def2-TZVPD).

As for the largest force on an atom: 3.85 eV Å⁻¹. As for the energy above the lowest of the compared OMol25 structures with the same formula, charge and spin: 21.3 kcal per mole. For the LUMO energy, the calculation gives 3.686 eV. For the highest occupied orbital energy, the calculation gives -1.66 eV. As for the HOMO-LUMO gap: 5.3 eV. Its total charge is -2.

CARTESIAN COORDINATES (ANGSTROEM)
Ba: 0.15029 0.76847 0.70318
Se: -1.94523 -3.64598 -4.35135
Se: -3.66005 -3.33213 -2.88335
Cl: 0.69397 -1.63680 7.57421
Cl: -5.08134 6.39821 1.05021
Cl: 1.18625 -4.22512 5.86526
Cl: 0.11989 1.11162 6.10483
Cl: 1.13004 -4.03972 2.70711
O: -0.27463 2.86533 -1.08718
O: 0.50374 -1.33982 1.69631
O: 0.85672 4.24569 0.30142
O: 0.05027 6.12906 -1.80236
O: 1.67948 0.38084 -0.84584
O: 0.02965 0.87079 3.16002
O: 3.64518 -0.58137 -1.40615
N: -2.48369 -0.91398 1.22053
N: 2.31617 2.02639 1.55955
N: -2.24881 1.74426 1.63136
N: -0.68065 -3.40558 -1.85371
N: -2.30981 -0.86369 -2.84481
C: -2.51437 -0.48731 2.49094
C: 0.41431 3.88217 -0.81394
C: -2.25532 3.06877 1.75818
C: 0.70564 4.84924 -1.98432
C: -2.23239 4.77933 -3.01192
C: -3.55616 6.30822 0.19790
C: 0.36384 -3.37353 -1.01355
C: -2.37459 -2.22135 0.99487
C: 3.69206 1.60752 -0.44350
C: 2.95513 0.34461 -0.95374
C: -2.61261 3.72224 2.92656
C: 1.65972 -3.64388 -1.41817
C: -0.44395 -3.69103 -3.12108
C: 0.40292 -0.34064 5.17414
C: 0.81264 -3.99414 -3.62775
C: 0.32918 -0.22247 3.77733
C: 3.66181 1.67442 1.09138
C: -2.28490 5.51154 -1.69642
C: -2.06244 0.38934 -2.43742
C: 1.88299 -3.96913 -2.74435
C: 0.89245 -2.69810 5.08053
C: -2.30387 -3.17015 2.00357
C: -2.34152 -2.73079 3.31410
C: -2.90739 1.07602 -1.58665
C: -2.57152 0.99026 2.68970
C: -2.95641 1.56276 3.89720
C: -4.32687 -0.84501 -1.56914
C: -2.45389 -1.37279 3.56302
C: -3.39984 -1.46254 -2.39945
C: -2.96532 2.94201 4.01773
C: 0.66520 -1.56348 5.83386
C: 0.86751 -2.61051 3.67247
C: 0.57990 -1.42562 2.98228
C: -1.15397 6.13101 -1.15959
C: -4.05981 0.44787 -1.15362
C: -3.48365 5.60098 -0.98973
C: -2.44488 6.95307 0.70960
C: -1.24511 6.85055 0.02268
H: -4.36690 5.10445 -1.37432
H: 2.06675 2.97232 1.26126
H: -2.32284 -2.52531 -0.04888
H: -1.94278 3.62998 0.87684
H: -2.59866 4.80445 2.97833
H: 0.16205 -3.10236 0.01963
H: -5.21540 -1.37321 -1.24813
H: -3.23941 4.57400 -3.37614
H: 4.41583 2.38959 1.44279
H: -2.64744 2.08025 -1.27049
H: -2.18071 -4.21816 1.76451
H: -3.21793 0.94243 4.74338
H: -3.23141 3.40182 4.96198
H: -2.50593 7.50687 1.63838
H: -4.74669 0.95893 -0.48922
H: 0.42692 4.40860 -2.94062
H: -2.24595 -3.42848 4.13715
H: 2.88774 -4.17826 -3.09309
H: -1.69385 5.36796 -3.75894
H: 4.72042 1.56195 -0.79598
H: -2.44982 -1.00854 4.58192
H: 2.47308 -3.56329 -0.70909
H: 3.20050 2.50029 -0.84698
H: 0.94191 -4.21583 -4.67959
H: -1.70358 3.83034 -2.88633
H: 3.92516 0.69018 1.48585
H: 2.25374 2.01304 2.57400
H: -1.15150 0.84834 -2.81080
H: 1.77017 5.07596 -1.98643
H: -0.34737 7.32193 0.40490

=====

(2)
Entry from the Open Molecules 2025 dataset: C38H30F6N6O4Y as an isolated structure in a non-equilibrium geometry (ωB97M-V/def2-TZVPD).

As for the largest force on an atom: 1.26 eV Å⁻¹. As for the energy above the lowest of the compared OMol25 structures with the same formula, charge and spin: 21.0 kcal per mole. For the LUMO energy, the calculation gives 1.837 eV. For the highest occupied orbital energy, the calculation gives -4.12 eV. As for the HOMO-LUMO gap: 6.0 eV. Its total charge is -1.

CARTESIAN COORDINATES (ANGSTROEM)
Y: 0.14963 0.87340 -0.16734
F: 3.95489 5.16382 -0.13270
F: 0.71535 5.19486 0.17181
F: 4.17006 3.19642 -0.99459
F: 0.53756 3.97495 1.94117
F: 2.07174 5.48672 1.82163
F: 2.57816 4.48739 -1.64742
O: 1.62094 2.48610 -0.05001
O: -2.68800 2.82788 1.01512
O: 2.04317 -0.30382 0.21362
O: -2.07892 0.39548 -0.88368
N: -2.41644 0.33049 2.05193
N: -0.30779 2.50336 -2.08593
N: -0.21820 -1.66209 -0.61441
N: 1.09698 0.99940 -3.30836
N: 0.41461 0.46267 2.42899
N: 0.74727 0.14404 -2.44291
C: -3.91174 -0.46396 -2.03295
C: 1.30069 -0.28263 2.99349
C: -1.85397 2.05863 0.90917
C: -5.04177 -1.39894 0.29638
C: 2.33383 -1.09817 2.41493
C: -1.75974 -3.53865 2.17248
C: -2.79091 -4.20806 1.52810
C: -0.59143 4.73143 -2.89019
C: -2.93759 -4.05830 0.15374
C: -0.87541 3.70517 -2.00677
C: 0.93980 3.26533 -3.98920
C: -1.84730 0.34534 3.37984
C: 2.36163 3.45644 0.51899
C: -5.68038 -1.65208 -0.89633
C: -1.03652 -2.55609 0.08145
C: -5.09181 -1.16324 -2.06730
C: 3.65073 -1.97735 0.57216
C: 1.46955 -3.88154 -3.00059
C: 0.55963 2.28512 -3.07422
C: -0.50590 1.08212 3.37867
C: 1.42765 4.54315 1.10230
C: -3.85861 -0.65251 0.37864
C: 2.07427 -2.95152 -3.88542
C: 0.69113 -3.48812 -1.95712
C: 3.05280 -1.94033 3.28328
C: 3.26300 4.08696 -0.57045
C: 3.27291 2.93249 1.66363
C: -2.07495 -3.24574 -0.56045
C: 0.34925 4.50828 -3.88810
C: 0.45053 -2.09485 -1.66600
C: 4.03085 -2.78760 2.82429
C: 2.63664 -1.08175 1.02128
C: 1.85113 -1.62252 -3.67832
C: -0.89318 -2.72180 1.46081
C: 4.31320 -2.79678 1.44715
C: 1.04555 -1.17828 -2.60677
C: -3.28206 -0.52766 1.70581
C: -3.22063 -0.18388 -0.81803
H: -3.74626 -4.55917 -0.36517
H: 4.56828 -3.43620 3.50328
H: 1.64844 -4.94194 -3.14471
H: 3.11914 1.85588 1.70419
H: -5.56584 -1.35270 -3.02520
H: -3.47111 -4.83936 2.08718
H: -0.64046 2.13425 3.12400
H: -6.59941 -2.22228 -0.93285
H: 2.28589 -0.87064 -4.32283
H: -3.65451 -1.25075 2.44642
H: 1.28086 -0.34600 4.09022
H: -2.52619 0.86021 4.07095
H: -1.70130 -0.67895 3.74908
H: -0.08137 -2.21179 1.96130
H: 4.32759 3.12753 1.47809
H: 0.61698 5.29895 -4.57808
H: -3.44274 -0.11364 -2.94480
H: 0.28003 -4.22876 -1.28526
H: 2.80675 -1.91526 4.34097
H: 1.67247 3.02219 -4.74405
H: -1.62045 -3.65716 3.24196
H: 3.01799 3.37020 2.62757
H: -1.08267 5.68792 -2.77794
H: -2.21453 -3.10174 -1.62504
H: -0.10430 1.04605 4.39798
H: 5.07442 -3.46873 1.06512
H: -5.45420 -1.78760 1.22282
H: -1.57724 3.85073 -1.19475
H: 2.70317 -3.29355 -4.69670
H: 3.86865 -1.98689 -0.48907

=====

(3)
Entry from the Open Molecules 2025 dataset: C38H30N11Ti as an isolated structure (ωB97M-V/def2-TZVPD).

As for the largest force on an atom: 0.75 eV Å⁻¹. As for the energy above the lowest of the compared OMol25 structures with the same formula, charge and spin: 88.9 kcal per mole. For the LUMO energy, the calculation gives -10.437 eV. For the highest occupied orbital energy, the calculation gives -16.05 eV. As for the HOMO-LUMO gap: 5.6 eV. Its total charge is +3.

CARTESIAN COORDINATES (ANGSTROEM)
Ti: 0.22552 0.18110 -0.16562
N: 0.47801 -1.87639 -0.99345
N: -1.00380 2.16832 -1.70502
N: 0.04804 0.15662 -2.33051
N: 0.33791 -8.47958 -3.39822
N: 0.77169 1.76953 0.66350
N: 3.64224 -2.51860 2.43870
N: -1.40403 1.22436 -0.66828
N: -0.25709 -0.15910 2.66366
N: 1.99865 -0.95107 0.84433
N: -0.75371 -0.53560 1.44758
N: -2.12975 0.30503 -4.20099
C: 0.35007 -8.19827 -2.09840
C: 2.08571 4.87386 -0.90993
C: -0.14844 2.93292 4.69378
C: -0.47651 3.33192 6.10213
C: 0.45937 -4.45979 -2.00051
C: -0.09549 3.21983 -1.20336
C: -0.17762 -3.40981 -2.69912
C: -0.36479 -1.17739 3.52390
C: -1.53371 1.54055 -3.76050
C: 0.38905 -6.12922 -3.85879
C: 3.64762 -1.19988 2.52836
C: 2.01788 -2.29554 0.72320
C: 1.18199 -2.82361 -0.38030
C: -0.96300 -2.25143 2.88019
C: 0.25772 3.85382 3.73826
C: -1.18851 -1.80709 1.59537
C: -3.33118 1.67267 -1.84927
C: 0.39977 -6.90712 -1.59495
C: 2.01214 3.69614 -0.18963
C: 0.41643 -5.84393 -2.49648
C: 0.01013 1.22301 2.97767
C: 0.46398 2.14535 2.01957
C: 1.18422 -4.13004 -0.85400
C: -0.29717 1.61666 4.27167
C: -0.11841 -2.14548 -2.17174
C: 2.81757 -0.40487 1.73653
C: -0.50527 -0.88340 -2.84357
C: 0.36215 -7.45927 -4.25130
C: 2.83524 -3.06513 1.53215
C: 0.53768 3.47411 2.43714
C: -0.31381 1.43952 -2.85706
C: -2.78211 1.05053 -0.81190
C: 0.89918 2.85987 -0.27495
C: -2.27419 2.34978 -2.63897
C: 1.12309 6.56049 -2.51828
C: -1.58789 -0.78929 -3.87461
C: 1.05042 5.27216 -1.75522
C: -0.02483 4.39855 -1.92082
H: -0.67958 -3.61141 -3.63576
H: -1.20677 -3.20922 3.30647
H: 0.38273 -6.74689 -0.52476
H: 1.67146 6.41325 -3.45118
H: 0.57095 1.98757 -3.17191
H: 4.31923 -0.74645 3.24731
H: -0.02842 -1.07988 4.54301
H: 2.95406 5.51072 -0.79738
H: 0.13241 6.93757 -2.76505
H: -0.79099 4.64589 -2.64522
H: 0.07002 2.71876 6.81883
H: 2.81231 0.67313 1.82520
H: 1.65050 7.32041 -1.94478
H: -1.62161 -2.33005 0.75762
H: -1.35406 2.14713 -4.64651
H: -4.38080 1.72932 -2.08838
H: 0.36101 -7.71773 -5.30361
H: 0.31694 -9.04471 -1.42253
H: -0.22210 4.37333 6.28428
H: -3.28514 0.47872 -0.04529
H: 1.78407 -4.88864 -0.37129
H: 0.34552 4.89912 4.00515
H: -0.70813 0.89808 4.96833
H: 2.79997 3.43718 0.50672
H: 0.82682 4.24423 1.74122
H: -1.54201 3.20399 6.29888
H: 2.85367 -4.14519 1.45225
H: -2.00721 -1.71850 -4.24788
H: 0.43118 -5.35182 -4.61067
H: -2.45471 3.39112 -2.88899

=====

Total energy list, top to bottom, in eV: -255681.66648, -74378.87215, -79373.41628
M list, top to bottom, in g/mol: 1141.20, 837.59, 688.60